1.
This record from OMol25 describes the molecule C16H19ClN4O2S in a non-equilibrium geometry. The level of theory is ωB97M-V/def2-TZVPD.

Structure (XYZ):
```
43
Properties=species:S:1:pos:R:3:forces:R:3:lowdin_charge:R:1
O -0.665656 5.084979 0.705372 0.1 0.2 0.0 0.10
H -0.693719 -3.026930 -4.546344 -0.1 0.0 -0.1 0.10
C -1.627005 1.762443 1.417852 -0.7 -0.8 0.4 -0.59
H 2.223620 3.543610 0.828655 0.0 -0.1 0.0 0.13
C -0.059207 -2.543915 -3.819173 0.0 0.0 0.0 -0.09
H 0.061707 0.187038 -1.844082 0.0 0.1 0.1 0.09
N -1.292853 -0.386657 1.105989 -0.2 -1.5 0.0 0.02
C 1.964058 -2.491912 -2.546047 -0.3 0.1 -0.1 -0.61
C -2.990266 -1.953876 3.704236 -0.1 -0.2 -0.1 -0.27
C 1.589912 -1.297978 -1.933501 0.1 0.0 0.0 -0.21
C 1.597493 2.687218 0.579549 0.1 0.0 -0.2 -0.08
C 0.399205 3.154717 -0.263572 0.1 0.1 -0.1 -0.09
C -3.015368 -1.754492 2.183681 -0.1 -0.1 0.4 -0.21
C -0.448538 -1.355652 -3.227189 -0.1 0.0 0.0 -0.08
H -4.684880 -3.291623 3.774072 -0.1 -0.1 0.0 0.07
N -0.871285 0.856499 0.891533 0.5 1.3 -0.2 -0.02
N 1.898627 0.444382 -0.211966 -0.2 -0.6 -0.1 0.06
H 1.476517 -4.038785 -3.934822 0.1 -0.1 0.0 0.10
H -4.052637 -1.752440 1.838697 0.0 -0.1 0.0 0.12
C 0.370725 -0.742030 -2.296062 0.0 -0.1 0.0 -0.03
S -3.009286 1.086297 2.283167 0.7 -0.2 -0.5 1.10
C 2.429642 1.682458 -0.214186 -0.3 0.3 0.5 -0.50
H -0.091226 2.294823 -0.718464 0.1 0.1 0.0 0.10
C -3.646419 -3.269840 4.096836 0.1 0.2 0.1 -0.11
Cl 3.482071 -3.222538 -2.142643 0.2 -0.1 0.0 0.71
H 2.826157 -1.423124 -0.203460 0.0 0.1 -0.1 0.11
H 1.017987 0.281942 0.258132 0.1 0.2 0.0 0.09
C -2.366155 -0.485083 1.793433 -0.4 0.5 0.2 -0.58
H -3.514541 -1.123911 4.184428 0.1 0.0 0.1 0.10
C -0.580342 3.888391 0.604000 0.1 -0.1 -0.3 -0.45
C 2.498595 -0.657148 -0.918326 0.3 0.0 0.0 -0.15
H 1.250428 2.216036 1.499551 0.0 0.0 0.0 0.11
H -3.619434 -3.397471 5.175864 0.0 -0.1 0.1 0.07
H -1.954089 -1.942270 4.048533 0.0 0.1 0.0 0.12
N -1.452475 3.107918 1.363351 -0.4 0.5 0.4 0.11
H 3.391060 -0.261051 -1.417461 -0.1 -0.2 0.1 0.13
H -1.392134 -0.902739 -3.491724 -0.1 0.0 0.0 0.10
H 0.747721 3.834231 -1.041511 -0.1 0.0 0.1 0.14
H -2.482864 -2.567906 1.688311 0.0 0.1 -0.1 0.13
O 3.459683 1.975908 -0.781544 0.3 0.2 -0.2 0.07
C 1.154585 -3.115221 -3.479724 0.0 0.0 0.0 -0.11
H -3.125981 -4.107299 3.638381 0.0 -0.1 0.0 0.08
H -2.099987 3.660769 1.914680 0.2 0.0 -0.2 0.15
```
Forces are in eV/Å.

The energy above the lowest of the compared OMol25 structures with the same formula, charge and spin comes out at 9.2 kJ/mol. The LUMO energy comes out at 0.1798 eV. Its SMILES is CCCc1nnc(NC(=O)CCC(=O)NCc2ccccc2Cl)s1. Its HOMO-LUMO gap is 9.18 eV.



2.
This record from OMol25 describes C16H19F6IN2PRu as an isolated structure. The level of theory is ωB97M-V/def2-TZVPD.

Structure (XYZ):
```
46
Properties=species:S:1:pos:R:3:forces:R:3:lowdin_charge:R:1
H -1.737278 2.156205 2.667537 0.0 0.0 0.0 0.14
C -1.283968 1.570060 1.866920 0.0 0.1 0.0 -0.19
C 2.223359 -1.174209 0.520056 0.4 0.1 -0.2 -0.23
F 3.088942 2.368167 -2.872787 -0.1 0.0 0.1 -0.13
H 0.883556 -2.449625 1.624987 0.0 0.0 0.0 0.16
C -1.433538 2.378528 0.570746 0.0 -0.1 -0.2 -0.09
I -1.338607 -0.306532 -3.522765 -0.4 -0.4 -0.1 1.15
H -0.818924 3.276866 0.537414 0.0 0.0 0.0 0.10
H 3.894106 -2.566802 1.046716 0.0 0.0 0.0 0.14
C -3.757379 -1.244982 2.458275 0.0 0.0 0.0 0.04
H -3.268165 -3.575148 -0.725165 0.0 0.0 0.0 0.09
C 4.350028 -0.717888 -0.042572 0.0 0.3 -0.1 0.03
H -1.890420 -4.435423 -1.411220 0.0 0.0 0.0 0.09
H -0.232784 1.475106 2.167682 0.0 0.0 -0.1 0.11
C -1.949256 0.216817 1.816566 0.0 -0.2 -0.1 -0.14
H -2.473102 2.651973 0.380200 0.0 0.1 0.1 0.12
C -2.191639 -3.530779 -0.886300 0.0 -0.1 0.0 -0.06
H -1.605200 -4.314448 1.043298 0.0 0.0 0.0 0.13
H 0.945058 0.882325 -3.089250 0.0 0.1 0.1 -0.03
C 3.571980 -1.648398 0.581714 -0.2 -0.1 0.1 0.06
C -0.079743 1.032061 -2.755201 0.2 0.4 -0.1 -0.80
F 3.834339 3.438749 -1.121460 0.0 0.0 0.1 -0.09
C -1.923594 -2.231487 1.231718 0.0 0.1 0.0 -0.12
C 3.495094 0.339683 -0.480754 0.0 -0.2 0.1 0.00
H -0.463970 2.046532 -2.800685 0.1 0.0 0.0 -0.02
F 1.344972 2.572568 -0.863967 -0.1 0.2 0.2 -0.47
N 2.231001 0.056407 -0.163484 -0.1 -0.1 0.1 -0.10
C -1.291900 -0.936176 1.241822 0.0 0.0 0.1 -0.13
H 3.749949 1.257989 -0.987391 0.1 0.0 0.0 0.10
H -3.654062 -3.297809 1.861216 0.0 0.0 0.0 0.14
F 1.548792 3.895776 -3.145612 0.0 -0.1 0.1 -0.09
C -1.434507 -3.419669 0.442765 0.1 0.1 0.1 -0.18
F 2.320971 4.999494 -1.411190 0.0 -0.1 0.1 -0.06
C 1.017723 -1.574504 1.004107 -0.5 0.0 0.1 -0.01
F 3.840256 4.612080 -3.219378 -0.1 -0.1 0.1 0.01
C -3.156490 0.026393 2.429131 0.0 -0.1 0.0 0.02
N -0.025065 -0.731316 0.770817 0.2 0.0 0.0 -0.05
H -4.712939 -1.367963 2.951001 0.0 0.0 0.0 0.14
H -1.276407 1.772856 -0.365463 -0.1 0.1 0.0 0.02
H -3.642966 0.852225 2.931663 0.0 0.0 0.0 0.14
H -0.369540 -3.390074 0.234352 0.0 0.0 0.0 0.09
H 5.417796 -0.738494 -0.185509 0.0 0.0 0.0 0.13
C -3.147744 -2.340886 1.860073 0.0 0.0 0.0 0.01
P 2.878652 3.848664 -2.305553 0.2 0.4 -0.6 0.31
Ru 0.498432 0.940046 -0.358450 0.5 -0.3 -0.1 1.48
H -1.975816 -2.674959 -1.526620 0.0 0.0 0.0 0.02
```
Forces are in eV/Å.

As for the expectation value of S²: 8.837. As for the total charge: +2. The energy above the lowest of the compared OMol25 structures with the same formula, charge and spin comes out at 69.5 kJ/mol. As for the spin multiplicity: 6. The LUMO energy (spin up / spin down) comes out at -7.5072 / -10.3112 eV. Its HOMO-LUMO gap (spin up / spin down) is 7.41 / 5.61 eV.



3.
This record from OMol25 describes C16H19HoN5O6S4 as an isolated structure in a non-equilibrium geometry. The level of theory is ωB97M-V/def2-TZVPD.

Structure (XYZ):
```
51
Properties=species:S:1:pos:R:3:forces:R:3:lowdin_charge:R:1
H -0.693660 -2.660696 -2.239388 0.1 0.0 0.1 0.09
H 0.532536 -3.748735 -1.534196 0.0 0.1 0.0 0.11
H -1.604994 -1.350050 3.005444 0.1 0.0 0.0 0.09
H 2.544446 -1.387887 -0.272200 -0.1 -0.1 0.0 0.10
H 0.114863 -0.216911 2.141986 0.1 -0.5 0.2 0.08
O 0.767331 1.524201 1.164199 0.6 0.8 0.6 -0.40
C 3.414929 3.520700 -0.872677 0.2 0.0 -0.2 -0.05
N 0.020783 -1.150218 1.732321 0.1 0.7 0.4 -0.13
N 0.583181 -1.720653 -0.894163 0.3 0.3 -0.5 -0.14
O 3.108924 1.105295 0.758953 -0.4 0.3 -0.3 -0.28
C -5.082098 -1.468883 -0.619308 -1.1 -0.5 0.1 -0.33
C -1.245429 -3.304324 2.169617 -0.1 0.2 0.2 -0.21
H -0.122266 -2.122621 3.602741 0.0 0.1 -0.1 0.11
O -0.344298 2.706373 -1.282034 0.4 0.0 0.0 -0.53
C -4.273809 -0.912675 -3.173136 -0.8 -0.3 -0.8 -0.33
C 1.381575 -1.665478 1.512204 0.2 0.0 -0.2 -0.18
S -1.071412 3.443737 -0.226284 -1.3 2.3 -0.4 0.85
C -3.408245 -0.618632 -2.109305 0.6 0.1 1.5 -0.75
H 2.112734 -0.915344 1.835882 -0.1 -0.1 0.1 0.10
O 0.217464 4.149685 0.753095 -0.7 -0.2 0.2 -0.23
C 3.052247 5.877991 -0.713040 -0.1 0.1 0.0 -0.08
H 0.977660 -1.281942 -1.726357 -0.1 -0.2 0.2 0.09
H -0.412211 -4.736057 0.979945 0.0 0.1 0.0 0.11
H -1.095279 -4.050986 2.954652 0.0 0.0 -0.1 0.11
H 1.516724 -2.567994 2.114084 0.0 0.2 -0.1 0.11
S 1.870215 1.596067 0.191710 3.7 0.2 0.6 0.52
S -1.851149 0.006101 -2.604477 -0.1 0.2 0.1 0.55
C -1.181802 -3.316380 -0.268345 0.2 0.1 -0.6 -0.22
H 1.975699 -3.059481 -0.046250 0.0 0.2 0.0 0.11
H 3.391029 6.891866 -0.876912 0.0 0.1 0.0 0.10
O 1.480773 0.849785 -1.016595 0.4 0.1 -0.2 -0.39
C 1.387923 4.351443 0.145635 0.6 0.3 -0.4 -0.35
C 2.203658 3.293168 -0.247852 -0.4 -0.4 0.4 -0.19
H -1.793444 -2.432672 -0.062854 0.0 -0.2 0.0 0.04
Ho -0.622218 0.622091 -0.236967 -3.1 -3.3 -1.0 1.18
N -6.063338 -2.033855 -0.407438 -0.1 0.0 0.0 0.14
H 4.801998 4.991535 -1.584983 0.0 0.0 0.0 0.10
C 1.691078 -2.002044 0.024991 0.1 0.0 0.3 -0.19
H 4.005282 2.660148 -1.150772 0.2 0.0 0.0 0.12
H -1.833819 -4.096918 -0.687626 0.0 0.1 0.1 0.12
N -4.979141 -1.116140 -4.060585 0.0 -0.1 -0.1 0.14
O -1.710184 2.449886 0.656865 0.2 0.1 0.6 -0.54
S -3.026717 -0.418454 0.664394 -0.1 0.1 -0.3 0.59
H -2.325115 -3.224027 1.992264 0.0 0.0 0.0 0.10
C 1.829579 5.658250 -0.110606 -0.1 -0.3 0.2 0.00
N -0.547735 -3.733055 0.972113 0.1 -0.4 0.1 -0.07
C -3.852288 -0.826555 -0.821983 1.3 0.6 -0.6 -0.75
H 1.200313 6.480045 0.201382 0.0 0.0 0.0 0.12
C 3.847096 4.812400 -1.112060 0.0 -0.1 0.0 -0.08
C -0.736665 -1.940269 2.706194 -0.3 -0.3 0.0 -0.22
C -0.152721 -2.910828 -1.322279 -0.6 -0.1 0.2 -0.22
```
Forces are in eV/Å.

As for the expectation value of S²: 6.004. As for the total charge: -1. As for the spin multiplicity: 5. The LUMO energy (spin up / spin down) comes out at 2.4157 / 2.4159 eV. Its HOMO-LUMO gap (spin up / spin down) is 6.77 / 6.78 eV.



4.
This record from OMol25 describes the molecule C16H19N3O3S in a non-equilibrium geometry. The level of theory is ωB97M-V/def2-TZVPD.

Structure (XYZ):
```
42
Properties=species:S:1:pos:R:3:forces:R:3:lowdin_charge:R:1
O 2.456908 -3.327726 1.363642 -1.4 1.2 -0.8 0.06
H -3.022670 1.972351 5.296804 -0.3 0.1 0.2 0.09
H -0.784608 2.410870 3.547255 0.5 -0.1 0.4 0.06
H -1.497950 3.837427 4.437226 0.3 -0.6 -0.8 0.09
C -3.592619 2.650673 4.646932 0.1 -1.7 0.2 -0.09
C 2.596186 -2.916883 -5.758070 0.1 0.0 -0.4 -0.09
H -2.182868 0.613369 3.581324 -0.3 0.3 0.0 0.13
C -1.502560 3.211525 3.508470 0.3 2.1 -1.5 -0.05
O 1.067264 -0.082579 -2.864005 0.7 0.1 0.8 0.09
N 0.836920 -1.718427 0.925864 0.3 -0.4 -2.1 0.14
H 0.738674 -2.325642 -4.761055 0.9 -0.4 -0.1 0.13
C 2.473908 -1.804912 -3.534819 2.7 -1.5 -2.4 -0.12
H -3.759462 0.655983 2.803977 -0.3 0.0 -0.3 0.13
H -4.650723 3.113834 2.137369 -0.4 0.0 -0.6 0.08
H -1.166129 3.918965 2.624873 -0.6 -1.4 1.6 0.12
C 1.847351 -2.423582 -4.730756 -0.8 2.1 2.9 -0.01
H 3.041947 -2.991496 -0.944080 1.2 -0.2 -0.8 0.13
C 1.766120 -2.688995 0.556505 2.1 -3.5 5.6 -0.48
C -2.798197 1.150516 2.836380 1.2 0.2 0.5 -0.07
H 4.627444 -3.180381 -6.464784 -0.1 -0.2 -0.9 0.09
H -3.554197 3.618049 5.106285 -0.1 0.6 0.1 0.07
S -0.286346 0.396454 -0.198630 1.4 -0.6 -3.8 1.11
H -3.134370 4.021654 1.550103 -1.4 -0.9 1.1 0.11
C 3.903204 -1.755727 -3.549790 0.8 1.5 0.1 -0.02
H -4.046524 4.494512 2.958754 -0.3 1.4 1.5 0.05
H 2.092934 -3.332709 -6.645214 0.4 0.1 0.6 0.12
H -4.631295 2.281554 4.603159 0.3 0.2 0.0 0.09
H 1.410571 -3.812364 -1.206052 0.6 0.1 0.1 0.17
C 1.688270 -1.067069 -2.511414 -2.9 -0.6 -0.7 -0.38
H -0.477469 -0.186956 1.983296 -0.1 0.3 0.1 0.10
O -2.678006 1.538167 0.534155 0.0 0.3 -0.1 0.03
C 4.668834 -2.079733 -4.728691 -1.5 -1.2 1.6 -0.07
N 1.353834 -1.728471 -1.308768 0.4 2.0 -2.0 0.02
C -2.910287 2.635277 3.271871 -0.4 1.4 1.3 -0.58
C 1.996328 -2.948259 -0.853501 -2.4 1.0 -0.4 -0.04
C -2.129215 1.041306 1.501085 -1.3 0.1 -1.7 -0.55
H 4.532478 -1.276516 -2.711038 -1.5 -0.8 -1.1 0.14
C -3.762981 3.636365 2.449035 2.4 -1.7 -3.0 -0.05
C 3.985845 -2.757908 -5.722494 0.7 0.2 0.0 -0.10
C 0.657899 -1.142509 -0.240954 -0.9 1.5 1.6 -0.46
H 5.770391 -2.039385 -4.776371 -0.8 0.2 0.3 0.11
N -0.944836 0.389377 1.286119 0.4 -1.2 3.0 -0.28
```
Forces are in eV/Å.

The energy above the lowest of the compared OMol25 structures with the same formula, charge and spin comes out at 366.6 kJ/mol. The LUMO energy comes out at -0.1228 eV. Its SMILES is CC(C)(C)CC(=O)NSC1=NC(=O)CN1C(=O)c1ccccc1. Its HOMO-LUMO gap is 8.86 eV.